(1)
{"formula": "C10H19N2O", "method": "ωB97M-V/def2-TZVPD", "homo_energy_ev": [-12.807, -14.298], "e_tot_ev": -15689.4723, "s2": 2.008, "largest_force_ev_per_a": 11.72, "relative_energy_kj_mol": 363.7, "total_charge": 1, "multiplicity": 3, "elements": ["C", "C", "C", "C", "C", "C", "C", "C", "C", "C", "N", "N", "O", "H", "H", "H", "H", "H", "H", "H", "H", "H", "H", "H", "H", "H", "H", "H", "H", "H", "H", "H"], "xyz": [[2.133, -3.515, -0.075], [2.137, -2.328, -0.200], [-2.559, -1.286, -1.939], [-0.711, 3.461, 0.554], [-1.252, -0.653, -1.548], [-0.369, 1.977, 0.940], [-0.581, -1.100, -0.267], [0.536, 1.252, -0.086], [0.700, -0.609, 1.759], [0.731, -0.276, 0.254], [2.732, -0.251, -0.957], [1.864, -0.799, -0.377], [1.784, 0.107, 2.322], [2.108, -4.633, 0.082], [-2.453, -2.350, -2.071], [-3.027, -0.924, -2.783], [-3.329, -0.988, -1.107], [-1.254, 3.800, 1.428], [0.265, 4.010, 0.310], [-1.366, 3.421, -0.336], [-0.636, -0.832, -2.465], [-1.411, 0.452, -1.474], [-1.220, 1.253, 0.903], [0.046, 1.887, 1.990], [-1.290, -0.885, 0.436], [-0.317, -2.201, -0.125], [1.503, 1.726, 0.008], [0.159, 1.322, -1.199], [-0.239, -0.288, 2.119], [0.948, -1.620, 1.843], [2.673, 0.762, -1.254], [1.695, 0.108, 3.317]], "forces_ev_per_a": [[0.010, -2.131, 0.332], [-0.939, 4.366, -0.717], [-1.290, -0.100, 4.196], [1.093, -1.802, -0.368], [1.218, 0.904, -2.269], [-0.221, -1.202, -0.369], [2.368, -1.099, -0.985], [0.540, -0.352, -0.808], [2.410, 1.934, -1.361], [-5.186, 1.130, 0.618], [5.507, 6.458, -3.874], [-3.109, -10.707, 3.615], [-0.104, 0.364, 1.972], [0.182, 2.032, -0.321], [-0.220, -0.490, 0.320], [-0.370, 1.128, -2.103], [1.119, -1.199, -1.229], [0.053, 0.870, -0.203], [-1.613, -0.499, 0.594], [0.318, 0.395, 0.425], [0.265, 0.412, 0.781], [0.022, -0.902, -0.146], [-0.346, 1.300, 0.455], [-0.176, 0.290, -1.367], [-1.802, 0.337, 2.295], [-0.571, 1.332, -0.681], [0.559, 0.342, -0.241], [0.805, 0.183, 2.301], [-1.017, -0.056, 0.648], [-0.479, -1.935, 0.406], [0.689, -1.283, -0.309], [0.286, -0.019, -1.605]], "nbo_charge": [-0.12, 0.07, -0.59, -0.61, -0.42, -0.40, -0.38, -0.42, -0.07, 0.11, 0.04, -0.14, -0.73, 0.30, 0.21, 0.23, 0.20, 0.23, 0.22, 0.22, 0.20, 0.20, 0.19, 0.22, 0.21, 0.23, 0.20, 0.24, 0.20, 0.19, 0.44, 0.50]}


(2)
{"formula": "C10H19N2P", "method": "ωB97M-V/def2-TZVPD", "homo_energy_ev": -8.435, "e_tot_ev": -22945.4373, "largest_force_ev_per_a": 3.54, "relative_energy_kj_mol": 56.7, "smiles": "C/C=C(\\C)[C@@]1(C)CNP(C)N=C1C", "multiplicity": 1, "elements": ["C", "C", "C", "C", "C", "C", "C", "N", "P", "C", "N", "C", "C", "H", "H", "H", "H", "H", "H", "H", "H", "H", "H", "H", "H", "H", "H", "H", "H", "H", "H", "H"], "xyz": [[-0.861, 3.567, 0.927], [-0.725, 2.380, 0.033], [-0.554, 1.099, 0.359], [-0.567, 0.581, 1.866], [-0.203, 0.018, -0.645], [-0.817, 0.261, -1.986], [1.337, 0.042, -0.750], [2.088, -0.234, 0.476], [1.609, -1.828, 1.146], [2.659, -2.936, 0.156], [0.112, -2.221, 0.348], [-0.648, -1.339, -0.192], [-2.044, -1.788, -0.553], [-0.135, 4.267, 0.615], [-0.976, 3.266, 2.011], [-1.837, 4.122, 0.793], [-0.726, 2.775, -1.034], [-0.627, 1.432, 2.521], [0.228, 0.010, 2.209], [-1.475, 0.060, 2.105], [-0.471, -0.450, -2.704], [-0.317, 1.156, -2.400], [-1.966, 0.231, -1.968], [1.667, -0.688, -1.487], [1.735, 1.139, -1.021], [1.962, 0.449, 1.216], [2.747, -2.793, -0.960], [3.783, -2.977, 0.487], [2.344, -4.012, 0.196], [-2.349, -2.327, 0.333], [-2.196, -2.273, -1.626], [-2.778, -0.989, -0.475]], "forces_ev_per_a": [[-2.833, -0.835, 1.452], [-0.264, 0.814, -1.258], [-0.028, -0.710, 1.896], [-1.756, 2.575, -1.676], [0.361, 0.591, 0.754], [-0.686, 0.986, -0.946], [1.613, 2.665, 0.008], [-0.697, -2.061, 0.524], [0.139, 0.625, -1.026], [2.637, -1.776, -1.126], [0.006, 0.991, 0.533], [0.561, -1.489, -0.375], [-0.798, -0.139, -0.895], [1.177, 0.869, 0.529], [1.043, 0.720, -1.040], [0.734, -0.681, -0.392], [0.095, -1.256, 1.116], [0.178, 0.479, 0.282], [1.519, -1.151, 0.163], [-0.545, -0.603, -0.279], [0.029, -1.111, -0.375], [-1.059, 0.182, 0.195], [1.965, 0.635, -0.198], [0.052, 0.093, -0.261], [-1.256, -2.333, -0.105], [-0.057, 0.153, -0.418], [-0.440, 0.499, 1.015], [-2.134, 0.399, -0.199], [-0.097, 0.972, 0.439], [-0.105, -1.378, -0.419], [0.487, 0.653, 2.567], [0.162, 0.623, -0.485]], "nbo_charge": [-0.65, -0.19, 0.04, -0.65, -0.24, -0.61, -0.20, -0.91, 1.12, -1.01, -0.75, 0.37, -0.70, 0.22, 0.21, 0.22, 0.20, 0.21, 0.21, 0.22, 0.21, 0.22, 0.23, 0.20, 0.21, 0.38, 0.23, 0.24, 0.25, 0.24, 0.24, 0.21]}


(3)
{"formula": "C10H19N3O", "method": "ωB97M-V/def2-TZVPD", "homo_energy_ev": -8.764, "e_tot_ev": -17195.6547, "largest_force_ev_per_a": 0.43, "relative_energy_kj_mol": 0.0, "smiles": "CC(C)=CCC(C)(C)/C=N/NC(N)=O", "multiplicity": 1, "elements": ["C", "C", "C", "C", "C", "C", "C", "C", "C", "N", "N", "C", "N", "O", "H", "H", "H", "H", "H", "H", "H", "H", "H", "H", "H", "H", "H", "H", "H", "H", "H", "H", "H"], "xyz": [[3.409, -1.088, 0.855], [2.262, -1.856, 1.447], [2.634, -2.977, 2.371], [0.998, -1.561, 1.167], [0.584, -0.455, 0.244], [-0.922, -0.122, 0.265], [-1.759, -1.304, -0.218], [-1.352, 0.303, 1.675], [-1.109, 1.066, -0.639], [-1.844, 0.974, -1.663], [-2.054, 1.999, -2.532], [-1.603, 3.298, -2.499], [-2.113, 4.058, -3.522], [-0.865, 3.761, -1.659], [4.361, -1.510, 1.166], [3.361, -1.103, -0.233], [3.376, -0.045, 1.169], [3.242, -3.713, 1.845], [3.223, -2.596, 3.205], [1.751, -3.473, 2.765], [0.212, -2.153, 1.611], [0.862, -0.722, -0.782], [1.145, 0.450, 0.496], [-2.807, -1.022, -0.260], [-1.653, -2.154, 0.449], [-1.447, -1.600, -1.216], [-0.771, 1.160, 2.009], [-2.405, 0.577, 1.679], [-1.203, -0.508, 2.382], [-0.579, 1.970, -0.349], [-2.704, 1.733, -3.259], [-2.516, 3.640, -4.341], [-1.714, 4.976, -3.627]], "forces_ev_per_a": [[-0.133, 0.016, -0.018], [-0.014, -0.132, 0.134], [-0.150, 0.060, -0.067], [0.020, 0.073, -0.040], [-0.059, -0.015, -0.007], [-0.092, -0.207, -0.037], [0.177, 0.152, 0.119], [0.044, -0.056, -0.193], [0.239, 0.300, 0.191], [-0.135, -0.367, -0.042], [-0.214, 0.033, -0.364], [-0.140, -0.013, -0.145], [-0.157, 0.214, -0.232], [0.239, -0.018, 0.354], [0.103, 0.012, -0.014], [0.074, 0.048, -0.101], [0.070, 0.106, -0.012], [0.091, -0.086, 0.016], [0.088, -0.029, 0.086], [-0.048, -0.067, 0.055], [-0.084, -0.165, 0.129], [0.003, 0.088, -0.060], [0.031, 0.073, -0.072], [-0.123, -0.031, -0.027], [0.011, -0.104, 0.091], [-0.023, -0.082, -0.123], [0.060, 0.118, 0.091], [-0.108, 0.031, 0.037], [0.012, -0.071, 0.109], [-0.041, 0.103, -0.143], [0.187, 0.111, 0.240], [0.043, 0.006, 0.008], [0.029, -0.098, 0.037]], "nbo_charge": [-0.66, 0.04, -0.63, -0.21, -0.43, -0.10, -0.60, -0.60, 0.09, -0.26, -0.46, 0.76, -0.84, -0.64, 0.21, 0.22, 0.22, 0.21, 0.21, 0.21, 0.19, 0.22, 0.21, 0.22, 0.20, 0.22, 0.21, 0.21, 0.21, 0.20, 0.38, 0.38, 0.41]}


(4)
{"formula": "C10H19N3O4", "method": "ωB97M-V/def2-TZVPD", "homo_energy_ev": -9.824, "e_tot_ev": -23339.9872, "largest_force_ev_per_a": 2.62, "relative_energy_kj_mol": 73.1, "smiles": "CC[C@H](C)[C@H](N)C(=O)N[C@@H](CC(N)=O)C(=O)O", "multiplicity": 1, "elements": ["C", "C", "C", "C", "C", "N", "C", "O", "N", "C", "C", "C", "N", "O", "C", "O", "O", "H", "H", "H", "H", "H", "H", "H", "H", "H", "H", "H", "H", "H", "H", "H", "H", "H", "H", "H"], "xyz": [[-4.871, -0.409, -0.401], [-3.641, -0.035, 0.435], [-2.250, -0.181, -0.225], [-1.898, -1.696, -0.441], [-1.108, 0.422, 0.573], [-1.095, 1.883, 0.835], [0.262, 0.253, -0.071], [0.363, 0.228, -1.291], [1.321, 0.336, 0.764], [2.629, 0.829, 0.319], [3.330, -0.174, -0.620], [3.998, -1.242, 0.271], [4.491, -2.351, -0.413], [4.279, -1.088, 1.437], [2.551, 2.229, -0.324], [3.275, 2.602, -1.212], [1.662, 3.033, 0.145], [-4.770, -1.436, -0.749], [-5.783, -0.326, 0.155], [-4.987, 0.200, -1.321], [-3.851, 1.006, 0.719], [-3.566, -0.687, 1.318], [-2.186, 0.309, -1.221], [-1.706, -2.224, 0.504], [-2.722, -2.272, -0.919], [-0.992, -1.793, -1.101], [-1.122, -0.017, 1.600], [-1.805, 2.095, 1.535], [-1.395, 2.386, 0.005], [1.158, 0.497, 1.743], [3.346, 0.794, 1.144], [2.620, -0.653, -1.303], [4.039, 0.375, -1.235], [4.298, -2.500, -1.377], [5.151, -3.002, 0.025], [0.977, 2.607, 0.693]], "forces_ev_per_a": [[1.013, -0.431, -1.156], [0.207, 0.429, -0.123], [0.097, -0.759, -1.199], [0.054, -0.027, -0.801], [0.136, 0.083, 1.751], [-0.853, 0.118, 0.052], [-0.504, 0.023, -1.178], [0.285, 0.048, 0.594], [1.142, 0.421, 0.535], [0.306, -0.940, -1.285], [-0.898, -0.499, 0.553], [1.833, -0.749, -1.599], [-0.142, 0.253, 0.848], [-0.478, 0.258, 0.493], [1.413, -1.162, -1.073], [0.341, -0.440, 0.260], [-1.903, 1.434, 1.081], [-0.233, -0.132, -0.002], [-0.432, 0.055, 0.458], [0.248, -0.098, 0.579], [0.527, -0.142, 0.417], [-0.431, 0.372, 0.110], [-0.369, -0.241, 0.393], [0.071, 0.312, -0.019], [0.467, 0.587, 0.168], [-0.944, 0.059, 0.711], [0.188, -0.035, -0.639], [0.211, 0.028, -0.056], [0.127, -0.017, -0.172], [-0.379, -0.188, 0.097], [-0.561, 0.642, 0.456], [0.062, 0.163, 0.115], [0.339, -0.172, 0.154], [-0.158, 0.082, -0.470], [-0.714, 0.716, -0.064], [-0.068, -0.052, 0.016]], "nbo_charge": [-0.60, -0.40, -0.24, -0.63, -0.12, -0.85, 0.68, -0.63, -0.62, -0.19, -0.52, 0.69, -0.84, -0.62, 0.78, -0.58, -0.67, 0.20, 0.21, 0.21, 0.20, 0.20, 0.22, 0.20, 0.22, 0.24, 0.19, 0.37, 0.37, 0.40, 0.28, 0.25, 0.27, 0.39, 0.41, 0.51]}


(5)
{"formula": "C10H19N5", "method": "ωB97M-V/def2-TZVPD", "homo_energy_ev": -9.273, "e_tot_ev": -18124.9586, "largest_force_ev_per_a": 4.04, "relative_energy_kj_mol": 47.1, "smiles": "Cn1nnnc1CC1(CN)CCCCC1", "multiplicity": 1, "elements": ["C", "N", "N", "N", "N", "C", "C", "C", "C", "N", "C", "C", "C", "C", "C", "H", "H", "H", "H", "H", "H", "H", "H", "H", "H", "H", "H", "H", "H", "H", "H", "H", "H", "H"], "xyz": [[2.310, -0.163, 2.084], [2.428, -0.184, 0.659], [3.514, 0.212, 0.007], [3.201, 0.097, -1.302], [1.955, -0.450, -1.382], [1.438, -0.556, -0.188], [0.271, -1.417, 0.022], [-1.106, -0.648, -0.113], [-2.166, -1.797, -0.217], [-3.515, -1.174, -0.076], [-1.347, 0.143, 1.220], [-2.177, 1.389, 0.902], [-1.312, 2.438, 0.134], [-0.605, 1.740, -1.144], [-1.109, 0.289, -1.334], [1.688, -0.892, 2.591], [3.354, -0.049, 2.420], [1.868, 0.866, 2.287], [0.257, -2.087, 0.879], [0.243, -2.117, -0.793], [-1.914, -2.720, 0.463], [-2.223, -2.213, -1.274], [-4.278, -1.804, -0.313], [-3.593, -0.605, 0.901], [-0.375, 0.573, 1.691], [-1.872, -0.529, 1.994], [-3.122, 1.242, 0.135], [-2.776, 1.768, 1.814], [-0.370, 2.925, 0.756], [-1.786, 3.538, -0.215], [-1.097, 2.292, -1.997], [0.507, 1.810, -1.111], [-2.134, 0.342, -1.684], [-0.630, -0.360, -2.073]], "forces_ev_per_a": [[0.940, 3.505, 0.750], [-1.374, -1.099, -0.039], [-1.062, 0.101, -2.171], [-0.760, -0.732, 2.897], [0.926, 1.114, -1.686], [2.575, -1.005, -0.216], [-2.193, 0.500, -0.235], [0.879, -1.017, 1.965], [-1.019, -0.128, -0.876], [0.823, 1.157, 2.731], [-0.022, 0.217, 0.450], [-3.278, 1.869, -0.929], [2.500, 2.975, 0.265], [-1.516, 0.384, -0.045], [-0.338, -0.993, 0.295], [0.269, -0.468, -0.512], [-0.557, -0.631, 0.433], [0.286, -1.223, 0.285], [0.306, 0.537, 0.570], [0.387, -0.248, -0.673], [-0.460, 1.783, -0.766], [0.610, 0.402, 1.084], [0.175, 0.243, 0.694], [-0.339, -2.437, -3.207], [-1.407, -1.042, -0.756], [0.950, 0.975, -0.974], [2.467, -0.275, 1.797], [1.467, -0.158, -1.117], [-2.308, -1.605, -0.844], [0.484, -3.375, 0.924], [1.384, -0.463, 0.490], [-0.980, 0.192, -0.215], [-0.317, 0.064, 0.101], [0.501, 0.883, -0.469]], "nbo_charge": [-0.43, -0.17, -0.08, -0.07, -0.30, 0.31, -0.46, 0.00, -0.22, -0.88, -0.44, -0.46, -0.41, -0.42, -0.44, 0.23, 0.24, 0.21, 0.23, 0.24, 0.17, 0.20, 0.38, 0.37, 0.21, 0.22, 0.23, 0.22, 0.19, 0.22, 0.22, 0.22, 0.23, 0.23]}


(6)
{"formula": "C10H19N5", "method": "ωB97M-V/def2-TZVPD", "homo_energy_ev": -9.591, "e_tot_ev": -18125.4470, "largest_force_ev_per_a": 4.72, "relative_energy_kj_mol": 0.0, "smiles": "Cn1nnnc1CC1(CN)CCCCC1", "multiplicity": 1, "elements": ["C", "N", "N", "N", "N", "C", "C", "C", "C", "N", "C", "C", "C", "C", "C", "H", "H", "H", "H", "H", "H", "H", "H", "H", "H", "H", "H", "H", "H", "H", "H", "H", "H", "H"], "xyz": [[0.421, 3.164, -1.078], [-0.685, 2.513, -0.505], [-1.411, 3.221, 0.285], [-2.528, 2.643, 0.475], [-2.531, 1.477, -0.197], [-1.360, 1.414, -0.890], [-0.815, 0.117, -1.523], [0.045, -0.866, -0.560], [0.668, -1.879, -1.565], [1.548, -2.759, -0.831], [1.191, -0.142, 0.148], [1.199, -0.486, 1.607], [-0.077, -0.058, 2.397], [-1.270, -0.786, 1.873], [-0.931, -1.655, 0.456], [0.983, 2.400, -1.596], [0.271, 4.129, -1.606], [1.115, 3.528, -0.147], [-0.105, 0.467, -2.293], [-1.675, -0.363, -1.918], [1.219, -1.159, -2.202], [-0.081, -2.412, -2.214], [1.705, -3.715, -1.317], [2.496, -2.398, -0.921], [1.122, 0.904, -0.112], [2.126, -0.478, -0.342], [1.239, -1.532, 1.668], [2.135, -0.006, 1.952], [-0.134, 1.014, 2.162], [0.118, -0.216, 3.507], [-1.747, -1.497, 2.572], [-1.980, 0.008, 1.704], [-0.270, -2.416, 0.885], [-2.003, -2.174, 0.126]], "forces_ev_per_a": [[3.756, 1.492, 2.441], [-0.193, -0.515, -1.613], [-0.977, 2.404, 1.612], [-0.003, -1.029, -0.172], [0.966, -0.350, -1.358], [-1.400, -1.723, 2.133], [1.522, 1.866, 1.418], [-3.576, -0.657, -1.121], [-0.684, 1.108, -0.373], [1.485, -2.904, -1.366], [-0.608, -0.793, -1.107], [0.589, 1.816, 0.788], [2.631, 0.286, 0.323], [-0.817, -1.124, -2.072], [-1.238, 0.972, 1.913], [0.295, 0.341, -0.587], [-0.587, -1.067, -0.094], [-1.444, -1.015, -2.169], [-0.453, -0.454, -0.180], [-0.538, -0.697, -0.619], [0.058, -0.743, -0.377], [0.600, 0.423, 0.869], [-0.913, 2.029, 0.987], [-0.123, 0.135, 0.396], [0.042, 0.500, 0.606], [-0.216, 0.228, 0.494], [0.788, -1.440, 0.276], [-0.501, -0.472, 0.683], [-0.414, -0.049, 0.602], [-0.347, 0.341, -1.331], [0.475, 0.237, -0.253], [-0.743, -0.308, -0.439], [-0.522, -0.433, -0.520], [3.089, 1.592, 0.210]], "nbo_charge": [-0.42, -0.20, -0.08, -0.06, -0.30, 0.32, -0.44, 0.00, -0.23, -0.85, -0.41, -0.40, -0.41, -0.41, -0.42, 0.21, 0.24, 0.22, 0.20, 0.24, 0.16, 0.20, 0.37, 0.36, 0.19, 0.20, 0.21, 0.20, 0.19, 0.22, 0.21, 0.22, 0.21, 0.23]}